{
  "formula": "C53H106F15N5O11",
  "method": "wB97M-V/def2-TZVPD",
  "relative_energy_ev": 0.000,
  "homo_lumo_gap_ev": 8.240,
  "homo_ev": -7.95,
  "spin_multiplicity": 1,
  "species": ["C", "C", "O", "C", "O", "C", "F", "F", "F", "H", "H", "H", "H", "H", "C", "C", "O", "C", "O", "C", "F", "F", "F", "H", "H", "H", "H", "H", "C", "C", "O", "C", "O", "C", "F", "F", "F", "H", "H", "H", "H", "H", "C", "C", "O", "C", "O", "C", "F", "F", "F", "H", "H", "H", "H", "H", "C", "C", "O", "C", "O", "C", "F", "F", "F", "H", "H", "H", "H", "H", "C", "C", "N", "C", "C", "C", "C", "H", "H", "H", "H", "H", "H", "H", "H", "H", "H", "H", "H", "H", "H", "H", "C", "C", "N", "C", "C", "C", "C", "H", "H", "H", "H", "H", "H", "H", "H", "H", "H", "H", "H", "H", "H", "H", "C", "C", "N", "C", "C", "C", "C", "H", "H", "H", "H", "H", "H", "H", "H", "H", "H", "H", "H", "H", "H", "H", "C", "C", "N", "C", "C", "C", "C", "H", "H", "H", "H", "H", "H", "H", "H", "H", "H", "H", "H", "H", "H", "H", "C", "C", "N", "C", "C", "C", "C", "H", "H", "H", "H", "H", "H", "H", "H", "H", "H", "H", "H", "H", "H", "H", "C", "C", "C", "O", "H", "H", "H", "H", "H", "H"],
  "xyz": [[4.7608, 4.4930, -0.4577], [5.7647, 4.6732, -1.5769], [5.5308, 3.6986, -2.5949], [4.6471, 4.0096, -3.5314], [4.0161, 5.0184, -3.6265], [4.5064, 2.8536, -4.5469], [5.1283, 3.1565, -5.6864], [5.0355, 1.7274, -4.0564], [3.2133, 2.6317, -4.8020], [3.8061, 4.9201, -0.7553], [5.0864, 4.9597, 0.4698], [4.6353, 3.4182, -0.3141], [6.7759, 4.5131, -1.2004], [5.7944, 5.7015, -1.9381], [1.9375, 6.4469, 0.9003], [1.9891, 6.9377, -0.5407], [3.2215, 7.6143, -0.7948], [3.4134, 8.8234, -0.3126], [2.5871, 9.5481, 0.1550], [4.8672, 9.3037, -0.5301], [5.4975, 9.4406, 0.6407], [5.5740, 8.4765, -1.2987], [4.8348, 10.5041, -1.1142], [1.7801, 7.2228, 1.6442], [2.8776, 5.9357, 1.1182], [1.1578, 5.6882, 0.9804], [1.1208, 7.5679, -0.7307], [1.9913, 6.0656, -1.1890], [-1.2313, -0.3489, -4.2445], [0.1215, -1.0249, -4.2718], [-0.0655, -2.3953, -4.7593], [0.1922, -3.3615, -3.9193], [0.6431, -3.2706, -2.8078], [-0.1131, -4.7411, -4.5293], [-0.9094, -4.6651, -5.5967], [1.0277, -5.3406, -4.8801], [-0.7250, -5.5004, -3.6095], [-1.5708, -0.0162, -5.2274], [-1.1637, 0.5731, -3.6568], [-2.0102, -0.9752, -3.8112], [0.5459, -1.1083, -3.2788], [0.7687, -0.5662, -5.0137], [4.6151, 2.3746, 4.7190], [3.9552, 2.5887, 3.3783], [2.5210, 2.5415, 3.4562], [1.8991, 3.6773, 3.6817], [2.4059, 4.7443, 3.8766], [0.3584, 3.5320, 3.6876], [-0.0530, 2.2816, 3.4943], [-0.1129, 3.9680, 4.8615], [-0.1614, 4.3101, 2.7287], [5.6923, 2.3381, 4.5480], [4.2857, 1.4826, 5.2502], [4.4179, 3.2152, 5.3874], [4.2640, 1.8721, 2.6194], [4.2549, 3.5668, 2.9931], [-0.6027, -4.8462, 0.3105], [-1.2904, -5.4014, 1.5298], [-0.4243, -6.3785, 2.1142], [-0.9382, -7.3432, 2.8506], [-2.0938, -7.5842, 3.0246], [0.1975, -8.1854, 3.4801], [0.1625, -9.4304, 3.0021], [1.4009, -7.6601, 3.2274], [0.0372, -8.2276, 4.8025], [-1.3204, -4.3323, -0.3280], [-0.1326, -5.6552, -0.2543], [0.2345, -4.1685, 0.4918], [-2.2404, -5.8512, 1.2377], [-1.5275, -4.6132, 2.2482], [2.7646, 0.0644, -2.0756], [1.6843, -0.1970, -1.0434], [0.5131, 0.6346, -1.2090], [-0.5745, 0.3138, -0.2840], [-1.0668, -1.1196, -0.4313], [0.7624, 2.0562, -1.3161], [1.3624, 2.7091, -0.0638], [3.4928, -0.7445, -1.9579], [3.3670, 0.9632, -1.9161], [2.4268, 0.0181, -3.1076], [1.4042, -1.2427, -1.2012], [2.0850, -0.1479, -0.0139], [-0.2461, 0.4932, 0.7570], [-1.3610, 1.0326, -0.5330], [-0.4166, -1.8521, 0.0367], [-2.0488, -1.1494, 0.0521], [-1.2432, -1.2962, -1.4953], [-0.2014, 2.5347, -1.5214], [1.3883, 2.2586, -2.1897], [0.6111, 2.7569, 0.7269], [1.7110, 3.7193, -0.2900], [2.2164, 2.1451, 0.3230], [-8.1993, -4.1040, -2.4677], [-7.4024, -3.7832, -1.2153], [-6.5611, -2.6142, -1.3583], [-7.2717, -1.3552, -1.4697], [-7.9864, -0.8731, -0.1987], [-5.4655, -2.5609, -0.4038], [-4.4146, -3.6274, -0.6086], [-8.9682, -3.3582, -2.6707], [-8.7135, -5.0586, -2.3386], [-7.5310, -4.1857, -3.3243], [-8.0677, -3.6573, -0.3397], [-6.7842, -4.6412, -0.9530], [-6.5629, -0.6224, -1.8592], [-8.0615, -1.4454, -2.2197], [-8.8436, -1.5024, 0.0301], [-7.3345, -0.7794, 0.6718], [-8.3645, 0.1428, -0.3618], [-5.8769, -2.5576, 0.6233], [-4.9479, -1.5959, -0.4460], [-4.7046, -4.6479, -0.3677], [-3.5286, -3.3864, -0.0105], [-4.0444, -3.5827, -1.6363], [-2.1091, 4.8937, 0.3607], [-2.8597, 5.2131, -0.9228], [-2.0941, 4.8056, -2.1005], [-2.9886, 4.6282, -3.2399], [-3.7445, 3.2996, -3.1395], [-1.0431, 5.7938, -2.3822], [-0.0103, 5.1668, -3.3116], [-1.8692, 3.8266, 0.3617], [-2.7270, 5.1020, 1.2354], [-1.1655, 5.4307, 0.4387], [-3.8042, 4.6670, -0.8946], [-3.1534, 6.2715, -1.0193], [-3.7352, 5.4438, -3.2638], [-2.4798, 4.6572, -4.2005], [-3.0409, 2.4962, -2.9112], [-4.4904, 3.3370, -2.3478], [-4.2431, 3.0594, -4.0792], [-0.5268, 5.9882, -1.4448], [-1.4287, 6.7135, -2.8400], [0.3519, 4.1784, -3.0303], [0.8734, 5.8068, -3.4149], [-0.3746, 5.0447, -4.3350], [3.9465, -5.8375, 2.4381], [3.0294, -5.7338, 1.2468], [3.6759, -5.3535, 0.0003], [2.7910, -5.4065, -1.1607], [2.5745, -6.8352, -1.6268], [4.4651, -4.1402, 0.0929], [3.6830, -2.8317, 0.1518], [4.8307, -6.4331, 2.2016], [3.4609, -6.2608, 3.3139], [4.2990, -4.8420, 2.7199], [2.4954, -6.6692, 1.0593], [2.1801, -5.0570, 1.4754], [3.2600, -4.8309, -1.9623], [1.8282, -4.9240, -0.9546], [3.4916, -7.3159, -1.9659], [1.8452, -6.8260, -2.4414], [2.1899, -7.4738, -0.8297], [5.1332, -4.2189, 0.9497], [5.1459, -4.1397, -0.7675], [3.1668, -2.7109, 1.1116], [4.3749, -1.9994, 0.0175], [2.8973, -2.7917, -0.6048], [2.3043, -0.7446, 3.1516], [0.9019, -1.2941, 2.9401], [0.4849, -2.2452, 3.9649], [-0.9822, -2.3983, 3.9157], [-1.7322, -1.1714, 4.3955], [1.1282, -3.5392, 3.6562], [0.6872, -4.7290, 4.4799], [2.2853, -0.1835, 4.0873], [2.5692, -0.0811, 2.3273], [3.0579, -1.5264, 3.2353], [0.1723, -0.4857, 2.9224], [0.8198, -1.7306, 1.9244], [-1.2680, -2.6460, 2.8741], [-1.2595, -3.2470, 4.5334], [-1.3520, -0.8688, 5.3776], [-1.6034, -0.2936, 3.7656], [-2.7926, -1.3908, 4.5101], [2.2017, -3.4252, 3.8108], [0.9812, -3.7708, 2.5822], [1.3790, -5.5613, 4.3611], [-0.3560, -5.0317, 4.4106], [0.7800, -4.4731, 5.5495], [-4.1492, 2.2300, 2.5975], [-3.9838, 1.2479, 1.4674], [-4.4507, 1.6779, 0.0922], [-3.6055, 0.1196, 1.6682], [-5.0490, 2.8322, 2.4681], [-3.2986, 2.9191, 2.6277], [-4.1618, 1.6982, 3.5458], [-5.5293, 1.5402, 0.0087], [-3.9453, 1.0698, -0.6552], [-4.1978, 2.7321, -0.0257]],
  "forces_ev_per_angstrom": [[-0.2, -0.2, -0.4], [0.6, 0.7, 1.1], [0.2, 0.1, -0.4], [0.0, 0.0, 0.1], [-0.1, 0.1, 0.0], [0.0, -0.2, 0.4], [-0.1, 0.0, 0.0], [-0.1, 0.0, -0.3], [0.1, 0.0, -0.1], [-0.1, -0.1, 0.1], [0.1, 0.0, 0.0], [-0.1, 0.0, 0.3], [0.0, -0.5, -0.2], [-0.4, -0.2, -0.5], [0.3, -0.4, -0.2], [-0.6, -0.2, 1.1], [0.7, -0.3, -0.2], [-0.5, 0.3, -0.4], [0.0, 0.0, 0.3], [-0.1, 0.3, 0.0], [0.0, -0.2, 0.1], [0.1, 0.0, 0.0], [0.1, -0.1, -0.1], [-0.1, 0.1, -0.1], [0.0, 0.0, 0.2], [-0.1, 0.1, 0.1], [0.2, 0.2, -0.4], [0.0, 0.2, -0.3], [-0.1, 0.7, -0.1], [-0.7, -0.4, -0.2], [-0.1, 0.3, -0.4], [0.4, 0.0, 0.5], [-0.1, -0.1, -0.1], [-0.4, -0.1, 0.1], [0.1, -0.1, 0.0], [0.0, 0.0, -0.1], [0.1, 0.0, -0.1], [0.1, -0.3, -0.1], [0.1, -0.2, 0.2], [0.1, -0.1, 0.1], [0.2, 0.3, -0.1], [0.3, 0.1, 0.3], [0.0, 0.2, 0.2], [0.6, 0.5, -0.2], [-0.3, -0.5, -0.2], [0.2, 0.3, 0.1], [-0.1, 0.1, -0.1], [0.2, 0.1, 0.2], [-0.1, 0.0, 0.0], [0.0, -0.2, -0.1], [0.0, -0.1, 0.0], [0.0, -0.1, 0.1], [0.0, -0.2, -0.3], [0.0, 0.1, -0.1], [-0.3, -0.3, 0.2], [-0.2, 0.0, 0.1], [0.5, -0.1, -0.5], [-0.6, 0.4, -0.5], [0.4, 0.1, 0.1], [0.0, 0.2, -0.3], [-0.1, -0.1, 0.2], [-0.1, 0.2, -0.1], [0.1, 0.0, 0.0], [0.0, -0.3, 0.0], [0.0, -0.1, 0.1], [0.0, 0.0, 0.0], [-0.4, -0.1, -0.1], [-0.2, 0.1, 0.4], [0.1, -0.2, 0.1], [0.2, -0.2, 0.2], [1.1, -0.3, 0.5], [-0.1, -0.1, -0.2], [-0.3, -0.3, -0.4], [0.8, 0.1, -0.1], [-0.8, 0.8, 0.0], [-0.1, 0.2, 0.2], [0.0, -0.1, -0.1], [0.0, 0.0, -0.1], [-0.4, 0.2, 0.0], [-0.2, 0.2, 0.0], [-0.3, 0.1, 0.2], [0.2, 0.1, -0.1], [-0.2, 0.0, 0.0], [-0.2, -0.2, 0.2], [0.1, -0.1, -0.2], [0.1, -0.3, 0.1], [0.3, -0.4, 0.1], [0.0, 0.0, 0.0], [0.1, -0.1, 0.1], [0.1, 0.1, 0.0], [-0.1, 0.0, 0.1], [0.0, 0.0, -0.1], [-0.1, -0.2, 0.2], [-0.2, 0.1, 0.6], [0.7, 0.0, -0.6], [-0.4, -0.1, 0.1], [0.2, 0.7, -0.1], [-0.4, 0.3, 0.6], [0.8, 0.1, -0.1], [0.1, 0.0, -0.1], [0.0, 0.0, 0.0], [0.0, 0.1, 0.0], [-0.2, -0.1, -0.2], [0.2, 0.0, -0.2], [0.0, 0.2, 0.2], [0.2, -0.1, -0.2], [0.0, -0.1, 0.2], [0.0, -0.3, 0.0], [-0.1, -0.1, -0.1], [0.3, -0.4, 0.1], [-0.2, 0.1, -0.4], [-0.2, 0.0, 0.0], [-0.2, 0.0, 0.2], [-0.3, -0.2, -0.1], [-0.1, -0.1, -0.1], [-0.1, -0.1, 0.0], [-0.1, 0.5, -0.1], [-0.8, -0.3, 0.1], [0.2, 0.1, -0.1], [0.5, -1.5, -0.3], [0.6, 0.4, -0.9], [0.0, 0.0, 0.0], [0.1, 0.1, 0.0], [-0.1, 0.1, 0.1], [0.1, -0.1, -0.1], [0.1, 0.1, 0.2], [0.1, 0.0, -0.1], [0.4, 0.0, 0.2], [0.0, 0.0, 0.0], [-0.1, -0.1, 0.0], [-0.1, 0.1, 0.0], [-0.2, 0.4, 0.1], [-0.1, 0.2, 0.3], [-0.2, 0.1, 0.5], [-0.1, 0.0, 0.1], [-0.2, 0.1, 0.1], [0.5, 0.3, 0.0], [-1.3, 0.0, -0.5], [0.5, -0.2, 0.3], [0.4, -0.1, 0.4], [-0.3, -0.1, -0.1], [0.2, -0.1, -0.4], [-0.2, -0.1, 0.3], [-0.1, -0.1, 0.0], [-0.1, -0.1, -0.1], [0.0, -0.1, 0.1], [0.3, -0.2, 0.1], [0.3, 0.1, 0.1], [0.0, 0.0, 0.0], [0.0, 0.0, -0.1], [0.1, 0.2, -0.1], [0.0, -0.2, 0.0], [-0.2, 0.1, 0.0], [-0.1, 0.0, 0.1], [-0.2, 0.2, -0.1], [0.1, 0.0, 0.0], [-0.1, 0.1, 0.0], [0.2, 0.0, -0.2], [-0.4, 0.1, 0.3], [-0.1, 0.1, -0.3], [-0.3, -0.7, -0.3], [0.4, 0.2, -0.4], [0.3, 0.2, 0.6], [-0.2, 0.0, -0.3], [0.2, 0.4, 1.7], [0.2, 0.1, -0.1], [0.1, 0.0, 0.0], [0.0, 0.0, -0.1], [0.2, 0.2, 0.1], [0.1, -0.2, 0.1], [-0.2, 0.1, 0.1], [0.0, 0.0, 0.1], [0.0, -0.2, 0.0], [-0.2, -0.1, -0.3], [0.0, 0.1, -0.2], [0.0, 0.0, -0.1], [0.0, 0.1, 0.2], [-0.3, -0.1, -0.4], [0.1, -0.2, -0.6], [0.1, 0.1, -0.2], [0.3, 0.2, 0.1], [-0.9, -0.3, 0.0], [0.7, 0.2, 0.4], [0.4, -0.2, 0.0], [0.0, 0.0, 0.0], [0.0, 0.0, -0.1], [-0.1, 0.0, 0.0], [0.0, 0.1, 0.1], [-0.1, 0.0, -0.1], [-0.2, 0.0, -0.3]],
  "lowdin_charge": [-0.05, -0.19, 0.04, -0.39, 0.17, -0.55, 0.18, 0.16, 0.16, 0.04, 0.09, 0.08, 0.13, 0.12, -0.05, -0.20, 0.03, -0.40, 0.18, -0.55, 0.17, 0.16, 0.17, 0.09, 0.07, 0.05, 0.13, 0.10, -0.05, -0.15, 0.05, -0.40, 0.14, -0.54, 0.17, 0.17, 0.16, 0.08, 0.07, 0.08, 0.07, 0.13, -0.05, -0.21, 0.02, -0.40, 0.16, -0.54, 0.17, 0.17, 0.15, 0.09, 0.08, 0.08, 0.12, 0.12, -0.05, -0.18, 0.01, -0.41, 0.18, -0.54, 0.18, 0.15, 0.17, 0.07, 0.08, 0.05, 0.13, 0.11, -0.07, -0.27, -0.18, -0.23, -0.06, -0.25, -0.05, 0.07, 0.06, 0.07, 0.08, 0.11, 0.11, 0.11, 0.05, 0.06, 0.07, 0.09, 0.10, 0.05, 0.05, 0.07, -0.08, -0.27, -0.20, -0.25, -0.09, -0.27, -0.09, 0.06, 0.07, 0.08, 0.11, 0.10, 0.11, 0.10, 0.06, 0.06, 0.07, 0.12, 0.10, 0.06, 0.05, 0.08, -0.08, -0.26, -0.19, -0.25, -0.08, -0.24, -0.08, 0.07, 0.08, 0.05, 0.09, 0.12, 0.12, 0.10, 0.06, 0.05, 0.07, 0.08, 0.13, 0.05, 0.07, 0.07, -0.08, -0.26, -0.18, -0.26, -0.07, -0.25, -0.07, 0.09, 0.06, 0.06, 0.10, 0.09, 0.12, 0.08, 0.08, 0.06, 0.06, 0.10, 0.12, 0.06, 0.08, 0.05, -0.07, -0.27, -0.14, -0.25, -0.08, -0.25, -0.08, 0.07, 0.05, 0.06, 0.08, 0.10, 0.11, 0.10, 0.08, 0.04, 0.08, 0.11, 0.09, 0.06, 0.06, 0.09, -0.01, -0.49, -0.01, 0.06, 0.09, 0.07, 0.08, 0.09, 0.08, 0.05]
}